1.
2 unconnected molecules or ions with the total composition C5H14O at a distorted geometry, computed with ωB97M-V/def2-TZVPD.

Geometry as XYZ:
```
20
Properties=species:S:1:pos:R:3
C 1.161 1.450 0.376
C 2.350 0.699 -0.174
C 1.978 -0.790 -0.401
H 0.426 1.625 -0.409
H 1.398 2.452 0.734
H 0.680 0.874 1.156
H 3.289 0.578 0.361
H 2.627 1.116 -1.147
H 2.868 -1.386 -0.591
H 1.505 -1.213 0.489
H 1.281 -0.923 -1.222
C -2.195 -0.139 0.964
C -2.497 -0.562 -0.475
O -1.371 -0.984 -1.229
H -1.857 -0.994 1.544
H -1.524 0.712 0.892
H -3.149 0.140 1.418
H -2.838 0.320 -1.005
H -3.285 -1.323 -0.522
H -0.848 -1.652 -0.757
```

Properties
Structure (SMILES) = CCC.CCO
DFT total energy = -7458.9567 eV
Net charge = 0
Relative energy (zero: lowest compared OMol25 entry of this formula, charge and spin) = 0.8286 eV

Löwdin atomic charge list, values in e, 5 entries:
1. C -0.13
2. C -0.30
3. C -0.13
4. H 0.07
5. H 0.07

=====

2.
A molecular structure, C4H4O5S at a distorted geometry, computed with ωB97M-V/def2-TZVPD.

Geometry as XYZ:
```
14
Properties=species:S:1:pos:R:3
C -0.191 0.466 1.528
C -1.396 -0.806 0.048
C 0.271 1.025 0.167
C -0.149 -0.683 -0.746
O 0.500 0.575 2.515
O -2.507 -0.871 -0.449
O -1.195 -0.441 1.379
O 1.640 1.298 -0.040
O -0.425 -0.628 -2.030
S 1.188 -1.708 -0.166
H -0.431 1.734 -0.163
H 2.149 1.356 0.780
H -1.503 -0.590 -2.268
H 2.048 -0.727 -0.556
```

Properties
DFT total energy = -25283.4523 eV
Net charge = 0
Relative energy (zero: lowest compared OMol25 entry of this formula, charge and spin) = 1.1331 eV

Löwdin atomic charge list, values in e, 5 entries:
1. C -0.43
2. C -0.42
3. C -0.10
4. C -0.71
5. O 0.14

=====

3.
2 unconnected molecules or ions with the total composition C4H15N5 at a distorted geometry, computed with ωB97M-V/def2-TZVPD.

Geometry as XYZ:
```
24
Properties=species:S:1:pos:R:3
C 1.365 1.042 -1.603
C 0.114 0.699 -0.801
C -1.121 0.589 -1.691
N -0.189 1.563 0.293
N 1.007 1.903 1.057
H 1.278 2.057 -1.997
H 2.261 0.990 -0.988
H 1.479 0.360 -2.443
H 0.271 -0.361 -0.339
H -0.972 -0.169 -2.462
H -1.317 1.545 -2.174
H -1.990 0.305 -1.102
H -0.733 0.788 1.049
H 0.676 2.302 1.931
H 1.494 2.646 0.559
N -0.898 -0.502 1.841
C -0.471 -1.517 1.127
N 0.750 -2.168 1.298
N -1.426 -2.301 0.494
H -0.250 -0.263 2.585
H 1.395 -1.726 1.935
H 0.718 -3.175 1.359
H -1.119 -2.761 -0.349
H -2.323 -1.847 0.421
```

Properties
Structure (SMILES) = CC(C)NN.N=C(N)N
DFT total energy = -11840.2051 eV
Net charge = 0
Relative energy (zero: lowest compared OMol25 entry of this formula, charge and spin) = 1.3300 eV

Löwdin atomic charge list, values in e, 5 entries:
1. C -0.08
2. C -0.54
3. C -0.08
4. N -0.15
5. N -0.04

=====

4.
A molecular structure, C16H25N6O6S3Y at a distorted geometry, computed with ωB97M-V/def2-TZVPD.

Geometry as XYZ:
```
57
Properties=species:S:1:pos:R:3
Y 0.165 0.189 -1.232
C 3.283 -1.720 2.091
C 2.554 -0.733 1.239
N 2.479 -0.802 -0.032
N 3.134 -1.755 -0.729
C 3.321 -1.496 -2.069
N 3.810 -2.567 -2.747
S 3.039 -0.016 -2.732
C 1.992 0.557 1.762
C 2.177 0.979 3.061
C 1.900 2.312 3.370
C 1.485 3.159 2.369
C 1.265 2.630 1.096
N 1.475 1.356 0.811
H 4.226 -1.994 1.613
H 2.693 -2.632 2.219
H 3.516 -1.336 3.079
H 3.361 -2.648 -0.320
H 3.519 -3.483 -2.442
H 3.856 -2.443 -3.744
H 2.561 0.312 3.819
H 2.041 2.674 4.380
H 1.298 4.208 2.549
H 0.898 3.238 0.280
O -0.921 2.970 -3.877
S -0.621 1.940 -2.938
O 0.102 0.736 -3.472
O -1.772 1.349 -2.188
O 0.297 2.365 -1.790
C -3.507 -0.269 -0.123
C -2.455 -1.100 0.519
N -1.165 -0.838 0.657
C -0.624 -1.943 1.290
C -1.582 -2.860 1.551
N -2.743 -2.302 1.059
H -3.123 0.234 -1.007
H -3.867 0.488 0.575
H -4.342 -0.906 -0.417
H 0.421 -2.001 1.533
H -1.549 -3.827 2.019
H -3.653 -2.726 1.038
C -0.486 -3.058 -3.693
C -0.449 -2.157 -2.495
O -1.447 -1.487 -2.159
O 0.650 -2.029 -1.848
H -1.455 -3.548 -3.775
H 0.315 -3.793 -3.660
H -0.356 -2.429 -4.575
C -2.772 2.712 2.385
S -1.899 2.649 0.824
C -2.901 3.760 -0.160
H -2.732 3.705 2.837
H -2.296 2.007 3.067
H -3.819 2.423 2.273
H -3.921 3.384 -0.260
H -2.456 3.804 -1.153
H -2.920 4.760 0.273
```

Properties
DFT total energy = -71778.1894 eV
Net charge = 0
Relative energy (zero: lowest compared OMol25 entry of this formula, charge and spin) = 1.0855 eV

Löwdin atomic charge list, values in e, 5 entries:
1. Y 1.48
2. C -0.01
3. C -0.27
4. N 0.00
5. N -0.02

=====

5.
A molecular structure, C21H46BrF3O4S, computed with ωB97M-V/def2-TZVPD.

Geometry as XYZ:
```
76
Properties=species:S:1:pos:R:3
O 2.517 1.776 0.108
S 2.945 1.612 -1.251
O 3.636 3.062 -1.723
Br 3.824 4.350 -0.446
O 1.633 1.669 -2.197
C 0.994 2.903 -2.559
C 0.147 3.512 -1.446
O -0.408 4.698 -1.986
C -1.017 2.611 -1.043
F -0.600 1.526 -0.386
F -1.871 3.277 -0.255
F -1.712 2.200 -2.117
H 0.339 2.664 -3.393
H 1.719 3.638 -2.897
H 0.733 3.712 -0.548
H -0.047 5.460 -1.525
C -3.420 0.851 0.868
C -4.452 0.076 1.681
C -5.839 0.057 1.039
C -6.480 1.434 0.859
C -6.630 2.243 2.147
C -7.520 1.571 3.188
H -3.690 1.903 0.779
H -2.439 0.802 1.341
H -3.328 0.437 -0.138
H -4.509 0.491 2.691
H -4.115 -0.958 1.800
H -6.499 -0.580 1.635
H -5.767 -0.422 0.057
H -7.469 1.301 0.407
H -5.898 2.017 0.140
H -7.051 3.220 1.894
H -5.646 2.440 2.580
H -8.517 1.382 2.783
H -7.633 2.199 4.072
H -7.107 0.616 3.516
C 5.869 1.375 0.548
C 6.724 0.281 -0.085
C 7.191 -0.779 0.911
C 8.072 -0.248 2.043
C 9.337 0.477 1.585
C 10.287 -0.405 0.781
H 6.424 1.941 1.298
H 5.527 2.080 -0.210
H 4.988 0.950 1.033
H 7.586 0.733 -0.585
H 6.147 -0.214 -0.871
H 7.725 -1.565 0.369
H 6.313 -1.261 1.352
H 8.358 -1.089 2.683
H 7.488 0.424 2.677
H 9.860 0.852 2.469
H 9.070 1.358 0.996
H 10.585 -1.283 1.359
H 11.193 0.138 0.511
H 9.828 -0.755 -0.144
C -1.635 -2.138 0.014
C -1.385 -3.242 -1.007
C -2.238 -3.091 -2.266
C -3.748 -3.132 -2.023
C -4.253 -4.396 -1.330
C -3.989 -5.672 -2.124
H -2.666 -2.151 0.370
H -0.986 -2.244 0.884
H -1.446 -1.157 -0.427
H -1.564 -4.217 -0.546
H -0.331 -3.235 -1.298
H -1.958 -3.868 -2.983
H -1.993 -2.138 -2.746
H -4.258 -3.028 -2.987
H -4.046 -2.261 -1.432
H -5.328 -4.294 -1.165
H -3.802 -4.484 -0.338
H -4.449 -5.617 -3.113
H -4.400 -6.544 -1.613
H -2.921 -5.848 -2.261
```

Properties
DFT total energy = -119742.2425 eV
Net charge = 0

Löwdin atomic charge list, values in e, 5 entries:
1. O -0.43
2. S 0.87
3. O -0.90
4. Br 0.82
5. O -0.32

=====

Taking the records one at a time from the top gives HOMO values of -10.257 -9.874 -7.116 -8.161 -10.655 eV.